1.
Molecular formula: C42H32N8OTi
Method: DFT, wB97M-V/def2-TZVPD

Geometry (Å):
Ti (0.1988, -0.0601, -0.3482)
C (-1.3975, 3.8375, 1.0532)
C (-1.4079, 2.6299, 0.1796)
N (-0.3236, 1.9689, -0.0250)
N (0.8248, 2.5715, 0.5206)
C (1.8940, 1.9269, 0.1892)
O (1.8279, 0.8151, -0.5585)
C (3.1947, 2.3858, 0.7249)
C (3.2530, 3.3904, 1.6896)
C (4.4782, 3.7713, 2.2196)
C (5.6471, 3.1492, 1.7890)
C (5.5936, 2.1559, 0.8171)
C (4.3682, 1.7704, 0.2890)
C (-2.6493, 2.2842, -0.5779)
C (-3.7008, 3.1770, -0.5882)
C (-4.7769, 2.9518, -1.4386)
C (-4.7562, 1.8432, -2.2529)
C (-3.6664, 0.9877, -2.1615)
N (-2.6426, 1.1916, -1.3368)
H (-0.7208, 3.6845, 1.8862)
H (-2.3962, 4.0626, 1.4254)
H (-1.0239, 4.7079, 0.4994)
H (2.3401, 3.8939, 1.9931)
H (4.5266, 4.5651, 2.9611)
H (6.6082, 3.4535, 2.2033)
H (6.5096, 1.6877, 0.4665)
H (4.3139, 1.0030, -0.4701)
H (-3.6819, 4.0559, 0.0411)
H (-5.6113, 3.6475, -1.4652)
H (-5.5638, 1.6330, -2.9497)
H (-3.6300, 0.0885, -2.7786)
C (-0.1331, 1.9735, -4.3112)
C (0.1950, 1.7121, -2.9774)
N (0.0811, 0.5189, -2.4501)
C (-0.3267, -0.5176, -3.2342)
C (-0.7510, -0.3401, -4.5496)
C (-0.6256, 0.9610, -5.0852)
C (-1.2966, -1.4397, -5.2540)
C (-1.4169, -2.6273, -4.6078)
C (-0.9392, -2.8016, -3.2756)
C (-0.3277, -1.7785, -2.6083)
N (0.2700, -1.7545, -1.3140)
C (0.8614, -2.9087, -0.7076)
C (0.9058, -4.1837, -1.1866)
C (1.6021, -5.2113, -0.4967)
C (2.2978, -4.9476, 0.6333)
C (2.3243, -3.6142, 1.1155)
C (3.1590, -3.1966, 2.1670)
C (3.2346, -1.8709, 2.4870)
C (2.4167, -0.9644, 1.8134)
N (1.5610, -1.3212, 0.8793)
C (1.5672, -2.6341, 0.4714)
H (-0.0125, 2.9794, -4.7006)
H (0.5337, 2.5025, -2.3265)
H (-0.9245, 1.1468, -6.1143)
H (-1.6222, -1.3184, -6.2877)
H (-1.8696, -3.4735, -5.1145)
H (-1.0980, -3.7573, -2.7942)
H (0.4663, -4.4361, -2.1330)
H (1.5919, -6.2169, -0.9080)
H (2.8640, -5.7243, 1.1470)
H (3.7715, -3.9328, 2.6843)
H (3.9108, -1.5033, 3.2502)
H (2.4578, 0.0730, 2.0781)
C (-3.7093, -2.3944, 0.1535)
C (-4.0134, -2.3861, 1.5004)
C (-3.1201, -1.7902, 2.3673)
C (-1.9639, -1.2243, 1.8712)
N (-1.6800, -1.1835, 0.5630)
C (-2.5520, -1.7860, -0.2584)
C (-1.0055, -0.5884, 2.7934)
C (-0.9480, -0.9590, 4.1214)
C (-0.1166, -0.2635, 4.9816)
C (0.6128, 0.7951, 4.4776)
C (0.5338, 1.0618, 3.1267)
N (-0.2340, 0.3667, 2.2703)
H (-4.3637, -2.8578, -0.5795)
H (-4.9313, -2.8295, 1.8703)
H (-3.3267, -1.7456, 3.4280)
H (-2.3121, -1.7780, -1.2978)
H (-1.5454, -1.7878, 4.4829)
H (-0.0483, -0.5425, 6.0297)
H (1.2541, 1.3996, 5.1116)
H (1.1115, 1.8698, 2.7008)

Values from the calculation:
Energy above the lowest of the compared OMol25 structures with the same formula, charge and spin: 26.9 kcal per mole
HOMO-LUMO gap: 6.79 eV
E_LUMO: -0.2259 Ha
Charge: +2

2.
Molecular formula: C4H33NO12
Method: DFT, wB97M-V/def2-TZVPD

Geometry (Å):
C (-2.0405, 1.2773, 1.3906)
C (-0.9286, 0.4120, 0.9120)
O (0.3248, 1.0134, 0.7434)
C (-1.3248, -0.2804, -0.4374)
C (-1.4025, -1.7686, -0.3425)
N (-2.3041, -2.3756, 0.7436)
H (-2.8088, 0.7880, 1.9202)
H (-2.6163, 1.6682, 0.5414)
H (-1.7511, 2.0082, 2.1395)
H (-0.6223, -0.3253, 1.7326)
H (0.3120, 1.7761, 0.1329)
H (-2.3245, 0.1118, -0.7050)
H (-0.5248, 0.0025, -1.2380)
H (-1.7651, -2.0648, -1.3588)
H (-0.4593, -2.1664, -0.1628)
H (-1.8288, -2.1745, 1.6596)
H (-2.4484, -3.4320, 0.7482)
O (3.5799, -1.7900, 1.9449)
H (3.8996, -2.6860, 2.0339)
H (2.9236, -1.7989, 1.2128)
O (3.7722, 2.1166, -1.1246)
H (4.8021, 2.1487, -1.0751)
H (3.5012, 2.0130, -0.1508)
O (2.3724, -2.5349, -3.0511)
H (2.5750, -1.7316, -2.4950)
H (1.7570, -2.3733, -3.7336)
O (2.4462, -0.1552, -1.2738)
H (1.6097, 0.2775, -1.1121)
H (3.1568, 0.4580, -1.1720)
O (4.0878, 0.8812, 1.2324)
H (5.0105, 0.9476, 1.4616)
H (3.5188, 0.8654, 2.0340)
O (0.2919, 2.4111, -1.7091)
H (-0.6773, 2.4726, -1.5864)
H (0.2732, 1.8534, -2.4623)
O (-5.1681, -1.1279, 0.3316)
H (-4.6845, -0.9330, -0.5122)
H (-4.7140, -1.7941, 0.7885)
O (-2.3850, 2.8809, -1.6770)
H (-2.7465, 2.5427, -0.9488)
H (-2.4345, 3.8594, -1.7245)
O (-4.5942, 1.7759, -0.5597)
H (-4.7079, 0.9434, -0.2576)
H (-4.6415, 2.3596, 0.1758)
O (1.4241, -0.5472, 3.0741)
H (1.9786, -1.1872, 2.7328)
H (1.5071, 0.2485, 2.4250)
O (2.1291, -2.3760, -0.0052)
H (2.1936, -1.5349, -0.5503)
H (2.4561, -2.9553, -0.6855)

Values from the calculation:
Energy above the lowest of the compared OMol25 structures with the same formula, charge and spin: 94.1 kcal per mole
HOMO-LUMO gap: 9.83 eV
E_LUMO: 0.0109 Ha
SMILES: C[C@H](O)CCN.O.O.O.O.O.O.O.O.O.O.O

3.
Molecular formula: C14H44AgBF4N10O7
Method: DFT, wB97M-V/def2-TZVPD

Geometry (Å):
Ag (4.0515, -2.6294, 0.2494)
B (-0.4171, 0.2914, -1.7376)
F (-1.6688, 0.2294, -2.2776)
F (-0.5533, 0.3037, -0.3699)
F (0.3524, -0.8180, -2.0402)
F (0.0887, 1.3593, -2.3069)
C (-6.8217, 5.5109, 2.0897)
C (-5.5545, 5.5974, 1.1604)
C (-4.2281, 5.8284, 1.9730)
O (-3.2946, 6.6881, 1.2927)
C (-2.4085, 5.8865, 0.5007)
N (-5.6195, 4.3114, 0.5172)
H (-6.5368, 5.1905, 3.0919)
H (-7.6741, 4.9439, 1.7156)
H (-7.2844, 6.4880, 2.2284)
H (-5.6113, 6.3324, 0.3574)
H (-3.8002, 4.8507, 2.1942)
H (-4.4260, 6.2261, 2.9684)
H (-1.7191, 6.4979, -0.0815)
H (-3.0314, 5.2338, -0.1110)
H (-1.8925, 5.2258, 1.1973)
H (-4.7685, 4.1503, -0.0023)
H (-6.3382, 4.4705, -0.1744)
C (5.5216, 2.1330, 3.2383)
C (5.5798, 1.0563, 4.3693)
C (5.8098, 1.6686, 5.7655)
O (6.1429, 0.6398, 6.7025)
C (5.0974, -0.0650, 7.4340)
N (4.4116, 0.2296, 4.2708)
H (6.4933, 2.6249, 3.2820)
H (4.7676, 2.9166, 3.3134)
H (5.4302, 1.6187, 2.2816)
H (6.3586, 0.3313, 4.1328)
H (4.9923, 2.2946, 6.1233)
H (6.7049, 2.2057, 5.4517)
H (4.7633, -1.0206, 7.0299)
H (4.2091, 0.5582, 7.5370)
H (5.2268, -0.2768, 8.4954)
H (4.4418, -0.5522, 4.9095)
H (3.5568, 0.7427, 4.4322)
C (-1.3368, -5.6704, 4.1659)
C (-0.3849, -5.6685, 2.8591)
O (0.1128, -4.3897, 2.8179)
H (-1.5903, -6.6537, 4.5622)
H (-2.2594, -5.0919, 4.2146)
H (-0.6498, -5.1193, 4.8081)
H (-0.8806, -5.8971, 1.9157)
H (0.5070, -6.2922, 2.9198)
H (-0.4137, -3.7895, 2.2848)
C (5.6173, -0.6910, -4.7391)
O (5.9290, -1.2554, -3.7294)
N (4.6288, 0.0380, -4.9518)
N (6.4164, -0.6988, -5.7660)
H (3.9434, 0.0699, -4.2107)
H (4.4687, 0.3681, -5.8928)
H (7.1830, -1.3547, -5.7184)
H (6.0697, -0.1495, -6.5394)
C (-6.1668, -2.6743, 1.2804)
O (-7.1724, -3.3041, 1.6481)
N (-5.7130, -1.5779, 1.8343)
N (-5.5210, -2.8284, 0.1849)
H (-5.9676, -1.5093, 2.8092)
H (-5.6893, -0.7872, 1.2062)
H (-5.6947, -3.6371, -0.3948)
H (-4.8135, -2.1501, -0.0588)
C (3.1543, -6.2349, -4.4779)
O (3.1498, -6.2520, -3.2041)
N (2.3364, -5.6081, -5.1939)
N (3.9293, -6.9293, -5.2521)
H (2.3676, -5.7723, -6.1899)
H (1.6669, -4.9926, -4.7545)
H (4.5328, -7.5904, -4.7844)
H (3.9265, -6.7964, -6.2533)
C (-3.3608, 1.5731, -7.8844)
O (-3.6163, 1.7053, -9.0626)
N (-2.1892, 1.4714, -7.3256)
N (-4.2808, 1.3982, -6.9517)
H (-2.1276, 1.2882, -6.3342)
H (-1.4153, 1.8564, -7.8481)
H (-3.8096, 1.2009, -6.0804)
H (-5.2383, 1.1225, -7.1170)

Values from the calculation:
HOMO-LUMO gap: 4.70 eV
E_LUMO: -0.1594 Ha

4.
Molecular formula: C3H11O3
Method: DFT, wB97M-V/def2-TZVPD

Geometry (Å):
C (0.9393, 0.2721, 0.4074)
O (-0.0280, 1.0142, -0.1729)
C (0.8021, -1.2615, 0.1762)
C (0.7212, -1.5720, -1.3118)
H (1.9669, 0.4706, 0.0322)
H (1.0090, 0.4012, 1.5074)
H (1.6793, -1.7820, 0.5792)
H (-0.0965, -1.6252, 0.6759)
H (0.9147, -2.6234, -1.5510)
H (-0.2160, -1.2678, -1.7842)
H (1.4867, -1.0196, -1.8712)
H (-1.5820, 2.7239, 1.0358)
H (-0.1851, 2.8292, 0.5881)
O (-0.8256, 3.3345, 1.1239)
H (-1.4595, 0.0843, 0.4640)
H (-2.6728, -0.0185, -0.4181)
O (-2.4537, 0.0399, 0.5191)

Values from the calculation:
Energy above the lowest of the compared OMol25 structures with the same formula, charge and spin: 8.0 kcal per mole
HOMO-LUMO gap: 7.63 eV
E_LUMO: 0.1529 Ha
Charge: -1

5.
Molecular formula: C26H32CaNO4S2
Method: DFT, wB97M-V/def2-TZVPD

Geometry (Å):
O (-0.0687, -0.0409, -2.2334)
C (0.9451, -0.5063, -3.2235)
C (0.3969, 0.3794, -4.3330)
H (0.8135, -1.5794, -3.4050)
H (1.9624, -0.2667, -2.8882)
C (-0.7115, 0.7434, -3.3206)
H (0.0652, -0.1688, -5.2231)
H (1.0508, 1.2264, -4.5820)
C (-2.0580, 0.1726, -3.7192)
H (-2.0170, -0.9186, -3.8117)
H (-2.3537, 0.5937, -4.6928)
H (-2.8388, 0.4376, -2.9972)
C (-0.7953, 2.2169, -2.9968)
H (0.1993, 2.6553, -2.8712)
H (-1.3800, 2.3908, -2.0858)
H (-1.2970, 2.7443, -3.8202)
Ca (0.2515, -0.4604, 0.1785)
C (1.0793, 1.6782, 1.5836)
C (2.1624, 0.7639, 1.4968)
C (2.6306, 0.7507, 0.1475)
H (2.5882, 0.2148, 2.3330)
C (1.8621, 1.7036, -0.5815)
C (0.9062, 2.2809, 0.3037)
H (0.2422, 3.1094, 0.0660)
H (0.5124, 1.9083, 2.4814)
H (3.4717, 0.1803, -0.2502)
H (2.0709, 2.0444, -1.5927)
C (-1.7363, -0.4680, 1.8954)
C (-2.0728, 0.7203, 1.1891)
C (-2.4632, 0.3512, -0.1244)
H (-2.1030, 1.7343, 1.5900)
C (-2.3634, -1.0678, -0.2335)
C (-1.9399, -1.5744, 1.0281)
H (-1.8159, -2.6227, 1.3072)
H (-1.4221, -0.5467, 2.9359)
H (-2.8845, 1.0180, -0.8776)
H (-2.6651, -1.6581, -1.0999)
O (0.7304, -1.5737, -7.3102)
C (0.2263, -0.5298, -8.1767)
C (0.4277, -0.9353, -9.6485)
H (0.7858, 0.4037, -7.9737)
H (-0.8305, -0.3466, -7.9219)
C (1.6073, -1.9284, -9.5590)
H (0.6224, -0.0796, -10.2991)
H (-0.4631, -1.4723, -10.0022)
C (1.3993, -2.5461, -8.1632)
H (2.5478, -1.3599, -9.5757)
H (1.6174, -2.6673, -10.3635)
H (2.3419, -2.8521, -7.6854)
H (0.7639, -3.4474, -8.2664)
O (-0.4709, 0.6945, 5.8716)
S (0.8080, 0.1927, 5.4245)
O (1.9866, 0.9982, 5.6294)
N (0.7178, -0.3890, 3.8512)
C (0.9774, -1.7027, 3.7314)
S (1.0925, -2.4016, 2.2021)
C (1.1268, -2.3739, 5.0343)
C (1.3123, -3.7252, 5.3676)
C (1.4555, -4.0973, 6.7121)
C (1.4158, -3.1137, 7.7166)
C (1.2187, -1.7631, 7.3978)
C (1.0670, -1.4316, 6.0624)
H (1.3353, -4.4644, 4.5638)
H (1.5958, -5.1520, 6.9739)
H (1.5354, -3.3947, 8.7575)
H (1.1857, -0.9687, 8.1361)

Values from the calculation:
HOMO-LUMO gap: 6.10 eV
E_LUMO: 0.0735 Ha
Charge: -1

6.
Molecular formula: C11H16AsF6NO4S
Method: DFT, wB97M-V/def2-TZVPD

Geometry (Å):
C (-1.6196, 3.3347, -4.8714)
C (-2.5334, 2.0636, -4.8619)
S (-1.7982, 0.8259, -6.0239)
C (-0.7217, -0.0973, -4.9115)
O (-1.4887, -0.9461, -3.9960)
C (-0.5874, -1.7329, -3.3383)
O (0.0293, -2.6303, -3.8578)
C (-0.3266, -1.5006, -1.8441)
C (-0.0714, -0.2394, -1.2919)
C (0.1715, -0.1797, 0.0557)
N (0.1811, -1.2758, 0.8177)
C (0.4829, -1.1388, 2.3019)
O (1.2660, -0.0381, 2.5009)
C (2.5995, -0.3325, 2.9532)
C (-0.0744, -2.4837, 0.3041)
O (-0.0566, -3.5974, 1.0661)
C (-0.3350, -2.6358, -1.0455)
H (-1.6882, 3.8298, -3.8932)
H (-2.0159, 3.9917, -5.6580)
H (-0.5810, 3.1021, -5.1292)
H (-2.6493, 1.6320, -3.8623)
H (-3.5050, 2.2990, -5.3103)
H (-0.0679, -0.6949, -5.5612)
H (-0.1213, 0.5881, -4.2889)
H (-0.0544, 0.6507, -1.9156)
H (0.3539, 0.8060, 0.4802)
H (0.9203, -2.0888, 2.6283)
H (-0.4857, -0.9657, 2.8033)
H (2.8572, 0.4782, 3.6481)
H (2.7061, -1.2941, 3.4677)
H (3.3245, -0.2687, 2.1219)
H (-0.8410, -3.6376, 1.6359)
H (-0.5397, -3.6056, -1.4921)
F (-0.0326, 0.5004, 5.3729)
As (1.0374, 1.1167, 6.6341)
F (2.2281, -0.1003, 6.1912)
F (0.3266, 0.0061, 7.7759)
F (2.1072, 1.7187, 7.8695)
F (-0.1486, 2.3227, 7.0538)
F (1.7520, 2.2176, 5.4703)

Values from the calculation:
HOMO-LUMO gap: 7.60 eV
E_LUMO: -0.0945 Ha

7.
Molecular formula: C14H30Br2N3O2
Method: DFT, wB97M-V/def2-TZVPD

Geometry (Å):
C (-1.3440, 3.3582, 2.7156)
C (0.0328, 3.7891, 3.2071)
Br (-0.0685, 4.0180, 5.1553)
C (1.1989, 2.8975, 2.7542)
Br (2.8960, 3.6367, 3.3691)
C (1.1929, 1.3918, 3.0294)
C (0.2307, 0.5583, 2.1704)
C (-0.5387, -0.5826, 2.8771)
C (0.0246, -1.1268, 4.2117)
C (1.2034, -0.3500, 4.7766)
N (1.0039, 1.1110, 4.4984)
H (-1.3799, 3.3671, 1.6229)
H (-2.0963, 4.0516, 3.0888)
H (-1.6230, 2.3612, 3.0626)
H (0.2528, 4.7898, 2.8386)
H (1.2501, 3.0028, 1.6671)
H (2.2106, 1.0336, 2.8608)
H (-0.4941, 1.2155, 1.6939)
H (0.8049, 0.1257, 1.3499)
H (-0.6069, -1.3900, 2.1494)
H (-1.5644, -0.2478, 3.0506)
H (-0.7671, -1.1335, 4.9654)
H (0.3373, -2.1648, 4.0945)
H (1.3070, -0.4729, 5.8537)
H (2.1520, -0.6022, 4.2992)
H (0.0709, 1.3934, 4.8104)
H (1.6486, 1.7117, 5.0214)
C (2.7728, -1.5331, -0.6858)
C (1.2910, -1.7067, -0.9320)
O (0.4681, -1.4914, -0.0401)
N (0.9014, -2.1087, -2.1528)
C (1.7246, -2.3889, -3.3170)
H (2.9094, -1.2233, 0.3466)
H (3.3127, -2.4662, -0.8486)
H (3.2038, -0.7854, -1.3523)
H (-0.0975, -2.2094, -2.2496)
H (1.4257, -1.7613, -4.1540)
H (1.6341, -3.4333, -3.6175)
H (2.7667, -2.1962, -3.0797)
C (-1.8910, 0.1932, -6.4616)
C (-1.3670, -1.0513, -5.7833)
O (-0.1701, -1.2872, -5.7217)
N (-2.2755, -1.9150, -5.2565)
C (-3.7187, -1.8086, -5.2686)
H (-1.0349, 0.7526, -6.8246)
H (-2.5401, -0.0599, -7.3005)
H (-2.4657, 0.8146, -5.7736)
H (-1.8675, -2.7625, -4.8946)
H (-4.1268, -1.8258, -4.2570)
H (-4.1748, -2.6179, -5.8408)
H (-4.0151, -0.8708, -5.7289)

Values from the calculation:
HOMO-LUMO gap: 9.13 eV
E_LUMO: -0.0865 Ha
Charge: +1

8.
Molecular formula: C3H12O4
Method: DFT, wB97M-V/def2-TZVPD

Geometry (Å):
C (-0.1568, 1.2171, 0.1525)
C (-0.1512, -0.0678, -0.2787)
C (-0.7600, -0.3641, -1.6110)
O (0.5345, -1.0745, 0.3464)
H (-0.8272, 1.8696, -0.2872)
H (0.2958, 1.5610, 1.1337)
H (-0.7636, 0.5148, -2.2501)
H (-0.1039, -1.1343, -2.0997)
H (-1.7737, -0.7739, -1.5662)
H (0.3316, -2.0329, 0.0788)
O (2.2516, -1.2843, 2.6880)
H (2.2235, -0.9603, 3.5518)
H (1.3451, -1.1639, 2.2727)
O (-3.0858, 1.4008, -1.0130)
H (-3.7088, 0.8220, -0.6487)
H (-2.9168, 1.0796, -1.9060)
O (2.4723, 0.5234, 0.4621)
H (2.5898, -0.0881, 1.2250)
H (2.2036, -0.0440, -0.2506)

Values from the calculation:
Energy above the lowest of the compared OMol25 structures with the same formula, charge and spin: 40.3 kcal per mole
HOMO-LUMO gap: 8.96 eV
E_LUMO: 0.0135 Ha
SMILES: C=C(C)O.O.O.O